[1]
DFT (the ωB97M-V functional and the def2-TZVPD basis) results for C31H29BNO5 as an isolated structure.

Summary:
HOMO level, eV: -10.1
E_LUMO, eV: -3.366
Kohn-Sham gap, eV: 6.77
Energy relative to the best compared isomer or geometry (same formula, charge and spin), eV: 1.636

```
! wB97M-V def2-TZVPD RIJCOSX def2/J DEFGRID3
* xyz 1 1
O 1.720 1.257 0.075
O -3.956 3.168 0.546
O -0.647 1.392 -1.563
O -0.628 1.343 -3.841
O -1.936 2.154 0.367
N -0.881 3.702 -1.192
C 1.027 1.916 2.114
C -2.137 -0.086 4.059
C 0.375 -2.145 -0.508
C 2.764 1.837 0.729
C -3.377 -0.418 3.515
C -3.504 -0.594 2.143
C 3.994 2.212 0.092
C 0.752 1.055 1.035
C 0.398 -4.063 -3.723
C -1.024 0.013 3.234
C 1.183 -4.234 0.567
C 3.093 -2.831 2.043
C -2.920 3.100 -0.038
C 0.757 -3.610 -2.461
C -1.171 -0.205 1.878
C -0.241 3.466 -2.551
C -0.109 -2.789 -1.735
C -0.092 -0.897 -0.312
C 1.998 -4.893 1.475
C 2.319 -2.172 1.088
C 2.950 -4.207 2.234
C -0.470 1.995 -2.827
C 0.068 -0.118 0.968
C -0.408 4.909 -0.485
C 2.416 2.081 2.047
C -1.729 -2.978 -3.533
C -0.837 -3.745 -4.294
C -2.410 -0.413 1.309
C -1.378 -2.504 -2.271
C 1.306 -2.850 0.391
C -2.442 3.760 -1.302
B -1.005 2.354 -0.636
H -0.901 5.767 -0.952
H -1.119 -4.072 -5.300
H 3.576 -4.736 2.952
H 0.342 2.195 2.912
H 2.540 -1.121 0.866
H -0.613 4.860 0.587
H 4.444 2.781 0.922
H -2.739 4.816 -1.394
H 4.651 1.359 -0.150
H 3.831 -2.262 2.601
H -2.026 0.056 5.123
H -2.726 3.162 -2.206
H 1.718 -3.885 -2.032
H -4.443 -0.880 1.696
H 1.898 -5.965 1.576
H -2.715 -2.737 -3.919
H 3.095 2.380 2.834
H 1.084 -4.675 -4.290
H 3.839 2.880 -0.770
H -0.756 4.070 -3.311
H 0.428 -4.765 -0.012
H -0.037 0.234 3.635
H -2.494 -0.514 0.230
H 0.850 -0.650 1.470
H -0.718 -0.453 -1.070
H -2.098 -1.947 -1.665
H 0.672 5.020 -0.608
H 0.845 3.696 -2.506
H -4.246 -0.575 4.144
*
```

[2]
DFT (the ωB97M-V functional and the def2-TZVPD basis) results for C31H29CaN2O4P as an isolated structure.

Summary:
HOMO level, eV: -8.3
E_LUMO, eV: -0.112
Kohn-Sham gap, eV: 8.16
Energy relative to the best compared isomer or geometry (same formula, charge and spin), eV: 0.000

```
! wB97M-V def2-TZVPD RIJCOSX def2/J DEFGRID3
* xyz 0 1
Ca 0.555 -1.357 -1.096
P 0.166 1.497 -0.011
O 2.649 -1.118 -0.806
O 0.441 -0.248 -3.551
O -3.173 -1.040 1.156
O -0.482 -3.484 -1.553
N -1.602 -1.967 -0.261
N -0.055 0.799 -2.747
C -1.326 0.771 -2.681
C 2.714 2.272 -0.637
C 4.955 -1.759 -0.722
C -4.075 2.862 -1.285
C 3.381 4.397 -1.544
C 3.565 -1.888 -0.091
C -1.457 -3.178 -0.844
C -2.223 2.965 0.244
C -0.680 0.930 2.537
C -2.924 -5.360 -0.846
C -2.036 1.668 -1.771
C 0.764 2.931 3.809
C -4.925 -5.131 0.505
C 2.056 4.809 -1.556
C 3.709 3.128 -1.085
C -4.104 -5.887 -0.326
C -2.771 -1.960 0.478
C -4.598 -3.821 0.848
C 0.115 1.797 1.785
C 0.834 2.800 2.428
C -0.033 2.071 4.551
C -3.509 3.337 -0.110
C 3.618 -1.407 1.364
C 1.058 3.959 -1.098
C -2.615 -4.062 -0.500
C -0.759 1.074 3.913
C -1.459 2.130 -0.571
C 1.384 2.692 -0.627
C -3.430 -3.307 0.327
C 3.125 -3.358 -0.123
C -3.343 2.024 -2.102
H -2.273 -5.937 -1.488
H 3.978 -0.376 1.406
H 5.279 -0.717 -0.685
H 1.795 5.794 -1.923
H -0.087 2.176 5.627
H -4.392 -6.903 -0.567
H 2.172 -3.490 0.403
H -1.263 0.160 2.040
H 1.375 -0.017 -3.662
H 4.275 -2.025 1.981
H -5.232 -3.229 1.495
H 4.739 2.796 -1.091
H -1.387 0.404 4.486
H 5.698 -2.375 -0.211
H 2.995 -3.679 -1.159
H 0.026 4.288 -1.107
H -5.087 3.134 -1.555
H -5.834 -5.573 0.891
H 4.908 -2.062 -1.770
H 4.157 5.062 -1.900
H -4.076 3.985 0.544
H 3.847 -4.027 0.353
H -1.895 0.071 -3.295
H -3.780 1.636 -3.015
H -1.808 3.314 1.180
H 1.331 3.708 4.304
H 1.455 3.475 1.853
H 2.957 1.257 -0.334
H 2.614 -1.431 1.798
*
```

[3]
DFT (the ωB97M-V functional and the def2-TZVPD basis) results for C31H29Cl2IMnN3O3P as an isolated structure.

Summary:
HOMO level (alpha / beta), eV: -12.9 / -13.1
E_LUMO (alpha / beta), eV: -7.967 / -7.879
Kohn-Sham gap (alpha / beta), eV: 4.94 / 5.18

```
! wB97M-V def2-TZVPD RIJCOSX def2/J DEFGRID3
* xyz 2 2
I -1.029 0.361 1.059
Mn 1.086 1.593 0.717
Cl 0.036 2.809 -0.791
Cl 2.427 0.725 -0.819
P -1.225 -1.028 -1.410
O -0.144 0.306 3.518
O 3.756 1.868 1.193
O 0.604 -1.552 1.640
N 4.428 -0.479 1.141
N 0.662 1.364 5.328
N 2.183 0.079 1.950
C 0.911 2.949 2.252
C -2.662 -0.108 -1.906
C -4.882 2.711 -0.857
C -2.636 1.407 0.135
C -0.062 2.716 3.439
C -2.348 -4.423 0.475
C 2.885 -2.216 1.771
C -3.268 -0.491 -3.085
C 0.459 0.306 -3.226
C -4.422 0.167 -3.528
C 1.429 -1.690 -1.517
C -3.179 0.962 -1.105
C 2.176 1.230 -2.180
C -2.089 -3.088 0.227
C 4.111 -1.822 1.401
C 1.989 -0.660 -1.048
C -1.987 -5.391 -0.454
C 3.474 0.385 1.526
C -1.110 -3.702 -1.918
C -4.316 3.120 0.310
C -1.470 -2.734 -0.973
C -4.933 1.202 -2.800
C 0.297 -0.865 -2.381
C -4.335 1.631 -1.591
C 3.015 1.887 -0.192
C 1.786 -1.251 1.814
C 5.466 -0.186 0.109
C 1.615 1.374 -3.327
C -1.368 -5.035 -1.645
C -3.184 2.453 0.816
C 0.133 1.365 4.100
H 3.143 2.924 -0.483
H -5.823 1.713 -3.144
H -2.858 -1.310 -3.666
H 6.075 0.658 0.421
H -2.759 2.773 1.757
H -0.638 -3.406 -2.848
H 6.083 -1.070 -0.017
H 0.065 3.508 4.180
H -2.832 -4.715 1.397
H -4.900 -0.151 -4.444
H 1.713 2.143 -4.078
H -1.092 -5.793 -2.365
H 3.616 0.373 -1.052
H -2.189 -6.434 -0.249
H 1.382 0.955 -0.613
H 4.988 0.053 -0.823
H -0.393 0.498 -3.873
H -1.086 2.732 3.059
H 0.865 2.216 5.821
H -5.764 3.209 -1.240
H 1.450 -2.748 -1.330
H 0.799 0.488 5.807
H -4.734 3.949 0.864
H 2.653 -3.260 1.922
H -2.329 -2.323 0.953
H 0.666 3.912 1.803
H 4.924 -2.515 1.233
H 2.767 0.343 0.187
H 1.931 3.027 2.646
*
```

[4]
DFT (the ωB97M-V functional and the def2-TZVPD basis) results for C31H29I2N10O9P2SZr as an isolated structure.

Summary:
HOMO level, eV: -9.6
E_LUMO, eV: -3.898
Kohn-Sham gap, eV: 5.73
Energy relative to the best compared isomer or geometry (same formula, charge and spin), eV: 3.165

```
! wB97M-V def2-TZVPD RIJCOSX def2/J DEFGRID3
* xyz 1 1
I -0.087 -3.844 -1.127
I 1.867 -5.648 -1.269
Zr 0.631 -1.003 0.439
S -1.760 -0.940 -1.854
P 3.366 -2.608 1.758
P 2.152 -0.486 3.317
O 3.397 -1.275 2.753
O 1.657 1.440 1.641
O -1.860 -1.794 -0.649
O 4.672 -2.804 1.141
O -1.552 -1.646 -3.086
O 2.138 -2.414 0.865
O 0.869 -0.974 2.725
O 2.213 -0.687 4.874
O 2.973 -3.711 2.842
N -1.255 0.249 1.480
N -0.741 1.130 -3.425
N -0.493 -0.029 -1.406
N 4.008 -0.319 -0.405
N -6.645 2.282 -2.470
N -0.886 -2.371 1.751
N 2.143 0.474 0.744
N 1.015 1.654 -1.923
N 2.112 -1.079 -1.569
N -2.155 -0.384 2.054
C 1.665 -1.613 -2.734
C 3.370 2.098 3.260
C 0.827 2.827 -3.985
C -3.778 0.638 -0.904
C 2.157 1.294 3.001
C -1.958 4.390 1.359
C 4.405 1.399 1.112
C 4.328 -1.667 -2.305
C -0.662 -3.628 2.123
C -0.295 2.065 -4.255
C -2.455 2.234 2.301
C -5.521 1.530 -2.316
C -0.986 3.819 0.554
C -0.741 2.457 0.616
C -1.489 1.661 1.470
C -1.970 -1.762 2.232
C -1.546 -4.347 2.913
C 1.446 2.578 -2.772
C -4.936 0.885 -3.416
C -0.054 0.950 -2.297
C -2.919 -2.407 3.003
C -3.208 0.011 -2.008
C 3.484 0.582 0.513
C 4.341 2.140 2.339
C -2.683 3.594 2.241
C -4.920 1.392 -1.054
C 2.466 -2.190 -3.681
C 3.440 -1.028 -1.424
C -2.711 -3.735 3.338
C 3.837 -2.262 -3.433
C -3.791 0.137 -3.264
H -0.405 4.432 -0.122
H -5.362 1.878 -0.192
H -1.314 -5.368 3.178
H 2.320 3.140 -2.459
H 5.200 2.771 2.540
H -7.120 2.318 -3.352
H -3.781 -1.850 3.339
H -3.433 -4.270 3.940
H 3.009 -1.123 5.205
H 2.025 -2.598 -4.579
H -0.863 2.201 -5.169
H -7.108 2.681 -1.675
H -5.391 0.980 -4.394
H 0.603 -1.576 -2.904
H -2.143 5.455 1.314
H 3.478 -4.524 2.713
H 0.039 2.033 0.007
H -3.346 0.524 0.078
H 3.397 2.718 4.144
H -3.329 -0.349 -4.112
H -3.013 1.612 2.986
H -3.425 4.041 2.889
H 5.377 1.385 0.635
H 0.265 -4.072 1.785
H 1.190 3.578 -4.671
H 1.330 1.627 3.641
H 5.386 -1.659 -2.083
H 4.992 -0.487 -0.283
H 4.505 -2.754 -4.127
*
```

[5]
DFT (the ωB97M-V functional and the def2-TZVPD basis) results for a 2-piece molecular cluster, C31H29N2O4S overall.

Summary:
HOMO level, eV: -2.2
E_LUMO, eV: 2.065
Kohn-Sham gap, eV: 4.31

```
! wB97M-V def2-TZVPD RIJCOSX def2/J DEFGRID3
* xyz -1 1
S -0.852 -3.170 0.297
O 2.269 0.381 -3.989
O -1.390 -2.262 -0.771
O 2.891 0.350 -1.787
O -0.642 -4.626 0.004
N 0.499 -2.529 1.012
N 1.124 2.475 -1.291
C -1.381 4.719 2.140
C -1.256 2.468 -1.715
C 2.751 -1.548 -5.401
C -0.188 5.186 2.660
C -3.341 1.529 -3.300
C -2.939 -4.071 3.644
C -2.060 -4.137 2.583
C -3.641 -1.901 2.933
C -1.984 -3.084 1.700
C -0.119 2.935 -0.946
C -4.704 -2.909 4.964
C 2.295 0.885 -2.708
C 2.942 -1.399 1.996
C 5.047 -1.272 0.209
C 2.768 -1.852 0.692
C 1.475 2.059 -2.479
C -1.409 4.017 0.955
C 1.492 -2.381 0.251
C -2.763 -1.963 1.871
C 0.975 4.203 0.825
C -2.446 3.199 -1.830
C 0.992 4.932 1.988
C -1.151 1.260 -2.429
C -3.741 -2.955 3.831
C 2.873 -0.894 -4.030
C 4.156 -0.881 2.396
C 5.208 -0.813 1.503
C -0.220 3.737 0.258
C -2.176 0.795 -3.206
C -3.462 2.731 -2.622
C 3.839 -1.793 -0.193
H 3.700 -2.127 -1.208
H -4.141 1.195 -3.936
H 1.928 5.294 2.381
H 4.285 -0.527 3.408
H 2.370 -1.491 -3.254
H -2.298 4.890 2.679
H -4.192 -2.994 5.922
H -2.354 3.645 0.601
H 3.918 -0.761 -3.717
H -0.239 0.689 -2.389
H -2.690 -1.160 1.152
H -3.011 -4.890 4.337
H -4.256 -1.031 3.069
H -5.420 -3.728 4.896
H -2.053 -0.119 -3.770
H 0.921 2.412 -3.330
H 6.158 -0.403 1.813
H -0.181 5.707 3.604
H -2.521 4.165 -1.360
H 3.374 -1.036 -6.137
H 2.111 -1.455 2.678
H 1.895 3.936 0.337
H 5.866 -1.217 -0.491
H -5.268 -1.977 4.973
H 3.036 -2.602 -5.397
H -4.338 3.340 -2.750
H -1.446 -5.010 2.413
H 1.720 -1.495 -5.754
H 1.394 -2.671 -0.786
*
```

[6]
DFT (the ωB97M-V functional and the def2-TZVPD basis) results for C31H29N4O2PSZn as an isolated structure.

Summary:
HOMO level, eV: -7.9
E_LUMO, eV: 0.643
Kohn-Sham gap, eV: 8.59
Energy relative to the best compared isomer or geometry (same formula, charge and spin), eV: 0.000

```
! wB97M-V def2-TZVPD RIJCOSX def2/J DEFGRID3
* xyz 0 1
Zn -0.625 -1.202 -0.482
S -1.695 -0.757 2.024
P 0.045 0.883 -1.602
O -2.464 -0.792 0.765
O -1.645 0.488 2.734
N -3.838 -4.945 5.605
N 0.820 -1.212 3.535
N -0.278 -1.262 1.470
N 1.983 -1.527 1.474
C -1.456 5.180 -1.040
C 2.498 1.237 -0.332
C -2.796 -2.788 5.293
C -2.085 4.099 -0.445
C 2.609 0.290 -2.559
C -2.364 -1.980 3.083
C -2.936 -3.123 2.540
C -3.375 -3.943 4.763
C -1.086 -1.626 -4.553
C 1.862 0.824 -1.512
C 3.123 -1.580 2.144
C -0.177 -2.057 -2.242
C -1.468 -0.786 -5.583
C 3.883 1.122 -0.256
C 0.876 -1.333 2.204
C -0.832 1.111 -4.273
C -0.339 4.981 -1.839
C -0.437 0.268 -3.233
C -0.465 2.619 -1.467
C 1.982 -1.269 4.173
C -1.582 2.825 -0.656
C -0.561 -1.132 -3.354
C -3.439 -4.100 3.376
C 3.191 -1.445 3.523
C 4.625 0.597 -1.304
C 1.414 3.571 -2.921
C -2.291 -1.810 4.458
C 0.181 3.711 -2.067
C -1.342 0.592 -5.449
C 3.986 0.172 -2.459
C 1.731 1.807 0.830
H 4.554 -0.246 -3.279
H 0.808 1.254 1.019
H 5.701 0.515 -1.215
H -2.951 4.242 0.187
H -3.000 -3.236 1.466
H -0.771 2.185 -4.146
H -1.873 -1.206 -6.495
H -4.058 -4.671 6.548
H 4.129 -1.484 4.057
H -2.741 -2.662 6.368
H 0.146 5.834 -2.300
H 2.333 1.774 1.738
H -1.837 -0.914 4.856
H -1.194 -2.699 -4.667
H 1.360 2.712 -3.590
H -1.652 1.254 -6.246
H -3.888 -4.992 2.958
H 1.939 -1.167 5.252
H 2.105 -0.034 -3.462
H -2.053 1.974 -0.176
H 1.555 4.467 -3.525
H -0.571 -3.057 -2.418
H 2.304 3.435 -2.303
H 4.018 -1.729 1.548
H 4.384 1.442 0.650
H 1.448 2.846 0.647
H 0.913 -2.141 -2.167
H -1.832 6.183 -0.884
H -4.509 -5.586 5.211
*
```

[7]
DFT (the ωB97M-V functional and the def2-TZVPD basis) results for C31H29N4O4PRuS2Se as an isolated structure.

Summary:
HOMO level (alpha / beta), eV: -9.8 / -10.7
E_LUMO (alpha / beta), eV: -3.230 / -3.935
Kohn-Sham gap (alpha / beta), eV: 6.60 / 6.81
Energy relative to the best compared isomer or geometry (same formula, charge and spin), eV: 0.574

```
! wB97M-V def2-TZVPD RIJCOSX def2/J DEFGRID3
* xyz 1 6
Ru -12.558 10.223 11.200
Se -12.080 9.418 16.439
S -13.040 9.000 9.047
S -10.428 11.863 12.426
P -11.795 12.169 9.459
O -9.618 11.951 13.607
O -13.670 8.196 11.901
O -10.103 10.704 11.571
O -11.883 11.845 12.697
N -11.436 8.084 7.238
N -10.565 7.958 9.385
N -14.605 11.204 11.741
N -11.715 8.970 13.615
C -14.195 12.460 8.158
C -9.504 14.431 12.039
C -9.173 11.046 5.846
C -9.835 7.399 13.708
C -10.384 5.090 13.377
C -14.329 5.931 11.903
C -9.496 6.107 13.795
C -11.812 9.197 14.797
C -13.334 7.034 12.105
C -10.392 7.474 6.665
C -9.520 7.370 8.834
C -9.579 15.629 9.941
C -10.862 11.693 7.942
C -9.365 7.063 7.464
C -15.443 13.021 7.941
C -14.945 14.753 9.533
C -13.312 13.083 9.013
C -13.666 14.257 9.670
C -8.818 10.677 7.117
C -11.589 8.308 8.567
C -11.622 5.397 12.796
C -10.658 13.471 10.148
C -11.169 12.106 6.649
C -10.171 13.377 11.466
C -9.188 15.537 11.259
C -12.028 6.697 12.612
C -15.844 14.142 8.661
C -11.064 7.809 12.935
C -10.331 14.604 9.398
C -9.679 10.988 8.199
C -10.308 11.806 5.603
H -15.225 6.325 11.440
H -12.234 8.409 6.694
H -10.588 12.143 4.583
H -14.969 11.800 11.016
H -12.059 12.715 6.488
H -14.413 11.760 12.578
H -10.401 7.368 5.587
H -9.314 16.506 9.331
H -8.737 7.076 9.546
H -9.201 8.207 14.084
H -8.641 16.362 11.727
H -8.527 6.524 7.105
H -13.900 5.129 11.249
H -10.105 4.065 13.529
H -12.985 14.804 10.326
H -16.842 14.537 8.519
H -8.591 5.828 14.264
H -15.339 10.523 11.979
H -10.625 8.219 11.988
H -9.104 14.304 13.010
H -13.936 11.538 7.664
H -16.120 12.457 7.308
H -9.355 10.788 9.229
H -12.278 4.601 12.514
H -10.663 14.671 8.369
H -14.562 5.506 12.854
H -8.530 10.764 5.022
H -7.880 10.204 7.297
H -15.249 15.630 10.086
*
```

These records have total energy values of -1654.22364, -2628.24785, -4297.25628, -4146.97381, -2007.32905, -4087.14252, -5352.46945 Ha, in the order they appear.